(1)
# C4H3N3

An isolated molecule of C4H3N3 (ωB97M-V/def2-TZVPD, the Open Molecules 2025 dataset).

For the energy above the lowest of the compared OMol25 structures with the same formula, charge and spin, the calculation gives 104.98 kcal/mol. As for the spin multiplicity: 1.

Cartesian coordinates (Å):
C 1.7211 -0.1272 -0.2062
C 1.4366 -0.4198 -1.4312
C 0.2050 0.0062 -0.1189
C -0.6318 1.1114 -0.1023
N -1.8519 0.7479 0.3410
N -1.8374 -0.5390 0.5912
N -0.6289 -0.9860 0.3303
H 2.4231 0.0546 0.5963
H -0.4056 2.1289 -0.3969
H -0.4301 -1.9771 0.3967

(2)
# C4H6N5O

The ion C4H6N5O with charge +1 at a distorted geometry (ωB97M-V/def2-TZVPD, the Open Molecules 2025 dataset).

For the energy above the lowest of the compared OMol25 structures with the same formula, charge and spin, the calculation gives 208.58 kcal/mol. The charge is +1. As for the spin multiplicity: 1. As for the SMILES: NN1C/N=C\C#[N+]/C=[N+]\1[O-].

Cartesian coordinates (Å):
C 2.1972 0.4721 -0.4066
C -1.1172 1.7727 0.0908
C 1.1366 1.3514 -0.3558
C 0.6390 -0.8178 0.8328
N 1.9259 -0.6159 0.1823
N 0.1767 1.9970 -0.0251
N -1.4855 0.5147 0.1487
N -0.7903 -1.4771 -1.0308
N -0.4449 -0.4456 -0.0513
O -2.6179 0.1062 0.1598
H 3.2256 0.7338 -0.9613
H -1.8460 2.5290 0.3805
H 0.6166 -1.9647 1.2073
H 0.6449 -0.2862 1.7934
H -0.4377 -2.4918 -0.8081
H -1.8232 -1.3779 -1.1566

(3)
# C4H6N2

An isolated molecule of C4H6N2 at a distorted geometry (ωB97M-V/def2-TZVPD, the Open Molecules 2025 dataset).

For the energy above the lowest of the compared OMol25 structures with the same formula, charge and spin, the calculation gives 26.93 kcal/mol. As for the spin multiplicity: 1. As for the SMILES: Cc1cn[nH]c1.

Cartesian coordinates (Å):
C -1.8109 -0.3475 0.0447
C -0.2818 -0.0325 0.0324
C 0.8051 -0.8727 -0.1669
N 1.9686 -0.1263 -0.0453
N 1.7198 1.1738 0.1518
C 0.4174 1.2966 0.2372
H -2.3665 0.4543 -0.4582
H -2.1640 -1.2755 -0.4477
H -2.2329 -0.4060 1.0595
H 0.9440 -1.9428 -0.3390
H 2.8396 -0.2692 -0.5422
H 0.1617 2.3478 0.4736

(4)
# C6H10N2O2

An isolated molecule of C6H10N2O2 at a distorted geometry (ωB97M-V/def2-TZVPD, the Open Molecules 2025 dataset).

For the energy above the lowest of the compared OMol25 structures with the same formula, charge and spin, the calculation gives 71.32 kcal/mol. As for the spin multiplicity: 1. As for the SMILES: C#C[C@@H](CO)NCC(N)=O.

Cartesian coordinates (Å):
O 0.3344 0.2873 2.6348
C 0.7767 -0.7718 1.8204
C 1.0344 -0.3283 0.3656
N -0.0880 0.3627 -0.2587
C -1.2685 -0.4523 -0.4604
C -2.2743 0.1680 -1.4196
N -1.9006 0.2340 -2.7037
C 2.2377 0.5189 0.3108
C 3.2378 1.1998 0.3325
H 1.0641 0.8947 2.7940
H 1.6888 -1.2420 2.2226
H -0.0189 -1.5286 1.8247
H 1.2353 -1.2420 -0.2183
H -0.3167 1.1917 0.2834
H -0.9722 -1.4113 -0.9141
H -1.8183 -0.6976 0.4638
H 4.1147 1.8228 0.3241
O -3.4325 0.3869 -1.0587
H -1.1254 0.8350 -2.9566
H -2.5083 -0.2279 -3.3865

(5)
# C5H16NS2

A cluster of 2 separate species, C5H16NS2 in total at a distorted geometry (ωB97M-V/def2-TZVPD, the Open Molecules 2025 dataset).

For the energy above the lowest of the compared OMol25 structures with the same formula, charge and spin, the calculation gives 16.20 kcal/mol. The charge is +1. As for the spin multiplicity: 1.

Cartesian coordinates (Å):
C 0.3695 -1.5112 2.6091
C -0.5797 -2.6765 2.3201
S -1.6113 -2.3143 0.8559
S -0.3356 -3.0779 -0.6903
H -0.1771 -0.6068 2.9134
H 0.9625 -1.2538 1.7150
H 1.0877 -1.6821 3.4139
H -1.2493 -2.8259 3.1924
H -0.0187 -3.5902 2.1358
H 0.5339 -2.0549 -0.7246
C -0.3537 0.9421 -1.2726
C 0.6116 2.0987 -1.3145
C 0.8047 2.5413 -2.6998
N -0.7031 0.6215 0.1731
H -1.3111 1.1262 -1.7765
H 0.0459 -0.0040 -1.6548
H 1.5600 1.7722 -0.8681
H 0.2020 2.8841 -0.6489
H 1.0493 1.6483 -3.3103
H -0.1726 2.9329 -3.0600
H 1.5647 3.3163 -2.8701
H 0.1854 0.6278 0.7513
H -1.3077 1.3905 0.5253
H -1.1572 -0.3045 0.2854

(6)
# C4H13N3O

A cluster of 2 separate species, C4H13N3O in total (ωB97M-V/def2-TZVPD, the Open Molecules 2025 dataset).

For the energy above the lowest of the compared OMol25 structures with the same formula, charge and spin, the calculation gives 37.88 kcal/mol. As for the spin multiplicity: 1. As for the SMILES: N/C=N\CCCN.O.

Cartesian coordinates (Å):
C 1.3326 -0.3679 1.1349
C 1.3616 -0.1746 -0.3850
C 0.2334 0.7253 -0.9411
N -1.4200 -1.5175 -0.7466
C -1.1386 -0.8871 -1.9312
N -0.4344 0.1451 -2.0868
N 1.9710 0.6953 1.9258
H 1.7539 -1.3199 1.4263
H 0.2693 -0.3678 1.4319
H 2.3285 0.2548 -0.6649
H 1.3768 -1.1437 -0.8896
H 0.6948 1.6544 -1.2663
H -0.4162 1.0445 -0.1124
H -2.0475 -2.2995 -0.6846
H -0.8063 -1.3854 0.0383
H -1.5966 -1.3798 -2.7839
H 1.8404 1.5944 1.4709
H 2.9705 0.5544 1.9818
H -1.0905 1.5354 2.3324
H -2.0620 0.3951 2.0395
O -1.8627 1.3076 1.8028

Which value of energy above the lowest of the compared OMol25 structures with the same formula, charge and spin does entry 6 give? 37.88 kcal/mol

spin multiplicity of number 6 (C4H13N3O)? 1